C5H7N3O5P2 | ωB97M-V/def2-TZVPD

Cartesian coordinates (Å):
N (-2.808, -0.662, -0.747)
H (0.688, 1.855, 0.342)
H (-1.372, 0.039, -2.002)
O (1.062, 0.639, 2.595)
C (-1.760, 0.063, -1.053)
N (1.446, -0.257, 1.823)
O (3.171, 0.371, -1.314)
H (2.762, -0.560, -1.341)
H (2.220, -2.450, 0.234)
C (1.393, -0.225, 0.554)
O (4.314, -0.353, 0.836)
H (0.664, 0.943, -1.265)
H (-3.657, -1.138, 1.093)
H (-1.236, 0.304, 2.075)
N (-1.015, 0.463, -0.042)
C (0.387, 0.903, -0.179)
P (3.195, 0.443, 0.306)
C (-1.596, -0.026, 1.079)
O (3.191, 1.900, 0.690)
O (1.784, -1.708, -1.751)
P (1.113, -1.770, -0.381)
C (-2.733, -0.784, 0.594)

Properties
Gap between HOMO and LUMO (eV): 6.5
E_tot (Ha): -1417.9112
E_LUMO (eV): 6.0
Relative energy (zero: lowest compared OMol25 entry of this formula, charge and spin) (kJ/mol): 160.9
Max |F| (hartree/bohr): 0.12676
Structure (SMILES): O=N[C@](Cn1ccnc1)(P[O-])[P@@](=O)([O-])O
Total charge: -2


C5H7N3OS | ωB97M-V/def2-TZVPD

Cartesian coordinates (Å):
H (-1.548, 2.324, -3.236)
S (-0.078, 0.069, 1.219)
C (1.294, -1.082, 3.368)
N (1.697, -0.766, -0.291)
C (-1.189, 1.083, -1.537)
H (2.426, -1.271, 3.772)
H (-1.460, 0.253, -3.410)
N (2.168, -1.071, 0.992)
O (-1.758, 1.456, -0.510)
H (0.838, -0.152, 4.070)
N (-0.150, 0.158, -1.467)
H (0.757, -2.012, 3.673)
H (-3.198, 1.039, -2.814)
C (0.532, -0.325, -0.319)
H (0.188, -0.204, -2.467)
C (-1.842, 1.256, -2.870)
C (1.324, -0.754, 1.827)

Properties
Gap between HOMO and LUMO (eV): 10.0
E_tot (Ha): -832.3208
E_LUMO (eV): 0.4
Relative energy (zero: lowest compared OMol25 entry of this formula, charge and spin) (kJ/mol): 295.2
Max |F| (hartree/bohr): 0.12339


C5H7N4O | ωB97M-V/def2-TZVPD

Cartesian coordinates (Å):
H (1.272, 2.488, -1.166)
H (-1.869, 0.979, 1.633)
C (-1.677, 0.497, 0.718)
N (-3.101, 0.962, -1.283)
C (0.459, 0.513, -0.274)
N (-2.488, 0.869, -0.363)
C (0.589, -0.830, -0.683)
H (1.502, -1.369, -0.156)
N (2.014, 1.815, -0.869)
O (-0.969, -2.718, -0.816)
H (2.457, 2.272, -0.133)
C (-0.774, -1.645, -0.381)
H (0.870, -0.977, -1.748)
N (-0.322, 1.101, 0.415)
H (-2.547, -1.623, 0.675)
H (-1.096, -1.226, 1.715)
C (-1.648, -1.054, 0.744)

Properties
Gap between HOMO and LUMO (alpha / beta) (eV): 6.9 / 6.9
E_tot (Ha): -488.5229
E_LUMO (alpha / beta) (eV): -6.1 / -6.1
Relative energy (zero: lowest compared OMol25 entry of this formula, charge and spin) (kJ/mol): 601.1
Max |F| (hartree/bohr): 0.12767
Total charge: +1


C5H7N4O | ωB97M-V/def2-TZVPD

Cartesian coordinates (Å):
H (2.685, 1.205, -0.179)
N (0.144, 0.757, 1.740)
H (0.152, -0.332, -2.572)
C (-0.179, -0.084, -1.604)
C (-1.678, -0.802, 0.949)
N (-1.928, -1.394, -0.240)
C (1.072, -0.252, -0.738)
H (1.836, 1.778, 2.075)
N (-0.615, -0.024, 1.003)
C (-1.288, -1.109, -1.346)
H (-2.430, -1.180, 1.706)
O (1.788, -1.197, -0.668)
C (1.304, 1.229, 1.261)
H (-0.524, 1.012, -1.832)
H (-1.743, -1.636, -2.236)
N (1.706, 1.069, -0.012)
H (-0.301, 0.959, 2.694)

Properties
Gap between HOMO and LUMO (eV): 8.8
E_tot (Ha): -488.6162
E_LUMO (eV): -5.1
Relative energy (zero: lowest compared OMol25 entry of this formula, charge and spin) (kJ/mol): 356.2
Max |F| (hartree/bohr): 0.07125
Structure (SMILES): O=C1C/C=N\C=N\N/C=[NH+]\1
Total charge: +1


C5H7NO | ωB97M-V/def2-TZVPD

Cartesian coordinates (Å):
C (-1.577, -0.321, 0.636)
H (0.040, 2.434, 0.338)
H (-0.040, -1.547, 0.888)
H (-0.442, -1.489, -0.862)
H (1.826, 0.073, -1.925)
O (-1.406, 1.030, 0.809)
C (-0.304, -0.888, 0.046)
H (2.624, -0.174, -0.371)
H (2.252, 1.464, -0.925)
C (0.543, 0.354, -0.189)
C (1.873, 0.434, -0.887)
H (-2.515, -1.912, 0.964)
C (-0.175, 1.373, 0.284)
N (-2.590, -0.902, 1.105)

Properties
Gap between HOMO and LUMO (eV): 9.5
E_tot (Ha): -324.6864
E_LUMO (eV): 0.8
Relative energy (zero: lowest compared OMol25 entry of this formula, charge and spin) (kJ/mol): 100.0
Max |F| (hartree/bohr): 0.02081
Structure (SMILES): [H]/N=C1\CC(C)=CO1


C5H7NO | ωB97M-V/def2-TZVPD

Cartesian coordinates (Å):
H (1.023, 2.159, -0.905)
H (-1.845, 0.217, 1.535)
O (0.585, -2.575, -0.434)
C (-1.668, 0.263, 0.452)
C (-0.433, -0.487, 0.030)
C (-0.408, -1.926, -0.138)
N (1.280, 1.476, -0.199)
C (2.025, 0.212, -0.682)
H (1.360, 1.874, 0.736)
H (-1.608, 1.324, 0.180)
H (-2.561, -0.143, -0.037)
H (-1.386, -2.436, 0.006)
C (0.754, 0.092, -0.267)
H (2.955, -0.094, -0.226)

Properties
Gap between HOMO and LUMO (eV): 7.9
E_tot (Ha): -324.5734
E_LUMO (eV): 0.4
Relative energy (zero: lowest compared OMol25 entry of this formula, charge and spin) (kJ/mol): 396.6
Max |F| (hartree/bohr): 0.00983
Structure (SMILES): C/C(=C/[O-])C1=C[NH2+]1


C5H7NO | ωB97M-V/def2-TZVPD

Cartesian coordinates (Å):
C (0.072, 0.706, -1.303)
H (-2.331, 1.359, -0.613)
H (-2.715, -0.120, 0.247)
H (2.517, 0.193, 1.540)
C (-2.004, 0.711, 0.195)
H (-1.063, -1.485, 1.030)
H (0.015, -1.872, -0.429)
C (2.641, -0.160, 0.496)
N (0.666, 1.207, -2.164)
C (-0.686, 0.111, -0.229)
H (2.898, 0.615, -0.250)
O (2.489, -1.317, 0.195)
H (-2.004, 1.233, 1.151)
C (-0.517, -1.150, 0.153)

Properties
Gap between HOMO and LUMO (eV): 10.2
E_tot (Ha): -324.6310
E_LUMO (eV): 0.2
Relative energy (zero: lowest compared OMol25 entry of this formula, charge and spin) (kJ/mol): 245.4
Max |F| (hartree/bohr): 0.02379
Structure (SMILES): C=C(C)C#N.C=O


C5H7NO | ωB97M-V/def2-TZVPD

Cartesian coordinates (Å):
C (1.906, -0.386, 0.642)
H (2.598, -1.221, 0.576)
H (2.385, 0.418, -1.464)
H (-2.409, -0.822, -0.495)
H (-2.532, -0.241, 1.160)
N (-1.382, 1.029, -0.062)
H (0.368, -1.538, -0.631)
H (1.878, 0.124, 1.600)
O (0.869, 1.508, -0.372)
H (-3.401, 0.596, -0.123)
C (1.730, 0.382, -0.603)
C (0.653, -0.586, -0.205)
C (-0.197, 0.649, -0.143)
C (-2.466, 0.088, 0.120)

Properties
Gap between HOMO and LUMO (eV): 10.5
E_tot (Ha): -324.6266
E_LUMO (eV): 1.0
Relative energy (zero: lowest compared OMol25 entry of this formula, charge and spin) (kJ/mol): 256.9
Max |F| (hartree/bohr): 0.00938